Record 1
C6H6O2S as an isolated structure. Source: the Open Molecules 2025 dataset; level of theory: ωB97M-V/def2-TZVPD.

Values from the calculation:
HOMO energy (eV): -8.87
Kohn-Sham gap (eV): 8.53
Charge: 0

Each line ends with the Löwdin charge.
Element x y z (Å)
1 C 1.6267 -0.4339 0.2275  0.007
2 C 1.2978 0.6501 -0.5677  -0.126
3 C 0.6713 -1.3622 0.9244  -0.412
4 C 0.0474 0.8508 -1.2344  -0.046
5 C -0.7913 -1.0053 0.8931  -0.356
6 C -1.3120 0.1606 0.1354  -0.702
7 O 1.0682 -2.3073 1.5480  0.097
8 O -1.9475 1.2163 0.6841  0.029
9 S -1.9881 -1.3320 -0.5059  0.919
10 H 2.7039 -0.6226 0.4857  0.124
11 H 2.0543 1.3769 -0.7712  0.097
12 H -0.1466 1.8741 -1.4157  0.069
13 H 0.0384 0.2539 -2.1368  0.095
14 H -1.2765 -1.0589 1.8381  0.112
15 H -2.0460 1.7396 -0.1046  0.093

Atomic forces in eV per Å
C 0.40 1.29 -0.59
C 1.49 -2.50 2.04
C 0.35 0.76 -1.57
C -2.63 -1.74 2.77
C -0.71 1.43 -0.92
C 3.68 0.32 -3.01
O 0.06 -0.49 0.49
O -0.04 -0.38 0.16
S 0.01 -0.68 0.55
H -1.25 0.36 -0.07
H 0.77 0.21 -0.18
H -0.49 1.09 -0.27
H -0.67 -0.22 -0.08
H -0.25 -0.52 0.80
H -0.71 1.08 -0.11

***

Record 2
C39H33F6IN3O4P2PtS2 as an isolated structure. Source: the Open Molecules 2025 dataset; level of theory: ωB97M-V/def2-TZVPD.

Values from the calculation:
HOMO energy (spin up / spin down) (eV): -10.62 / -10.62
Kohn-Sham gap (spin up / spin down) (eV): 6.42 / 6.42
Charge: +1

Each line ends with the Löwdin charge.
Element x y z (Å)
1 Pt 0.8047 -0.4572 0.9431  0.747
2 F 2.1234 1.0660 5.9001  0.166
3 C 1.9905 -0.2210 5.6146  -0.682
4 F 0.9224 -0.7030 6.2409  0.158
5 F 3.0768 -0.8752 5.9991  0.166
6 S 1.7629 -0.4354 3.7923  0.585
7 O 0.5396 0.2621 3.4595  -0.338
8 O 2.9353 0.0793 3.1472  -0.269
9 N 1.6148 -2.0022 3.7625  -0.271
10 S 1.0620 -2.6790 2.4634  0.558
11 O 1.9631 -2.6240 1.3185  -0.348
12 O -0.3179 -2.3800 2.1451  -0.348
13 C 1.0825 -4.4411 3.0187  -0.679
14 F 2.3396 -4.8514 3.1258  0.163
15 F 0.4539 -5.1810 2.1119  0.153
16 F 0.4679 -4.5595 4.1834  0.171
17 C -1.3489 1.4605 -0.8957  -0.315
18 N -2.0419 0.3825 -1.5532  -0.205
19 C -1.3285 -0.7903 -2.0368  -0.259
20 P 0.3148 -1.2281 -1.3281  1.042
21 C 1.5719 -0.5095 -2.4072  -0.374
22 C 1.3401 0.6131 -3.1955  -0.086
23 C 2.3865 1.2090 -3.8848  -0.064
24 C 3.6639 0.6770 -3.8023  -0.058
25 C 3.8993 -0.4550 -3.0306  -0.053
26 C 2.8647 -1.0352 -2.3204  -0.118
27 C 0.3320 -3.0091 -1.6368  -0.345
28 C 0.9301 -3.5537 -2.7725  -0.070
29 C 0.9008 -4.9244 -2.9733  -0.057
30 C 0.2747 -5.7523 -2.0529  -0.051
31 C -0.3339 -5.2097 -0.9297  -0.058
32 C -0.3024 -3.8423 -0.7152  -0.094
33 C -3.1046 0.7457 -2.4407  -0.279
34 C -3.0362 1.8784 -3.2466  -0.023
35 C -4.0749 2.1783 -4.1163  -0.068
36 C -5.1840 1.3504 -4.1927  -0.077
37 C -5.2527 0.2178 -3.3934  -0.064
38 C -4.2196 -0.0846 -2.5212  -0.030
39 P -0.9696 1.0886 0.8830  0.996
40 C -0.5060 2.7241 1.5030  -0.342
41 C -1.4858 3.7163 1.5562  -0.074
42 C -1.1534 4.9876 1.9903  -0.059
43 C 0.1532 5.2751 2.3650  -0.058
44 C 1.1261 4.2882 2.3194  -0.055
45 C 0.7977 3.0088 1.8982  -0.097
46 C -2.5521 0.7090 1.6799  -0.326
47 C -3.7464 0.6933 0.9582  -0.072
48 C -4.9482 0.4900 1.6177  -0.062
49 C -4.9720 0.2818 2.9875  -0.061
50 C -3.7845 0.2779 3.7056  -0.055
51 C -2.5789 0.4923 3.0600  -0.070
52 H -1.9888 2.3418 -0.9191  0.103
53 H -0.3813 1.7314 -1.3439  0.077
54 H -1.1830 -0.7426 -3.1263  0.117
55 H -1.9358 -1.6754 -1.8349  0.100
56 H 0.3393 1.0207 -3.2846  0.097
57 H 2.2077 2.0938 -4.4812  0.114
58 H 4.4777 1.1436 -4.3416  0.116
59 H 4.8955 -0.8741 -2.9731  0.118
60 H 3.0493 -1.8901 -1.6801  0.117
61 H 1.4079 -2.9141 -3.5009  0.107
62 H 1.3740 -5.3434 -3.8513  0.113
63 H 0.2630 -6.8224 -2.2113  0.114
64 H -0.8220 -5.8544 -0.2112  0.113
65 H -0.7573 -3.4191 0.1722  0.089
66 H -2.1683 2.5265 -3.2053  0.112
67 H -4.0069 3.0564 -4.7450  0.110
68 H -5.9908 1.5861 -4.8734  0.109
69 H -6.1172 -0.4309 -3.4446  0.110
70 H -4.2764 -0.9612 -1.8865  0.121
71 H -2.5029 3.4797 1.2646  0.112
72 H -1.9159 5.7533 2.0423  0.112
73 H 0.4119 6.2698 2.7027  0.113
74 H 2.1417 4.5136 2.6178  0.114
75 H 1.5394 2.2205 1.9055  0.070
76 H -3.7428 0.8378 -0.1121  0.076
77 H -5.8719 0.4942 1.0536  0.111
78 H -5.9136 0.1207 3.4955  0.111
79 H -3.7943 0.1060 4.7736  0.113
80 H -1.6622 0.4887 3.6209  0.086
81 I 4.0834 4.1637 -1.2904  0.908
82 C 4.1023 2.2453 -0.4622  -0.699
83 C 5.2749 1.6329 -0.0495  -0.102
84 C 5.1923 0.3504 0.4669  -0.023
85 C 3.9549 -0.2640 0.5617  -0.153
86 N 2.8278 0.3528 0.1952  -0.063
87 C 2.8996 1.5799 -0.3165  -0.247
88 H 6.2281 2.1366 -0.1331  0.109
89 H 6.0780 -0.1675 0.8075  0.120
90 H 3.8584 -1.2743 0.9281  0.100
91 H 1.9718 2.0384 -0.6342  0.084

Atomic forces in eV per Å
Pt -2.34 1.69 -2.46
F -0.01 0.03 -0.15
C -0.12 -0.20 0.01
F 0.12 0.05 0.02
F -0.09 0.04 0.00
S 0.92 -0.24 0.69
O -0.59 0.14 -0.80
O 0.20 -0.03 0.21
N 0.02 0.08 -0.28
S -0.46 -1.07 0.80
O 0.16 0.22 -0.21
O -0.03 -0.51 0.59
C 0.27 0.11 0.10
F -0.07 -0.05 0.04
F -0.01 0.05 -0.06
F 0.00 0.01 -0.04
C 0.14 -0.18 0.28
N 0.03 0.01 -0.23
C -0.01 0.03 0.16
P -0.12 0.81 1.03
C 0.13 -0.08 0.17
C -0.20 -0.08 0.01
C 0.04 0.07 -0.02
C -0.03 -0.01 0.00
C 0.06 0.00 0.02
C -0.13 -0.01 -0.10
C 0.18 -0.02 0.41
C -0.02 0.13 0.00
C -0.01 -0.01 -0.03
C 0.01 0.02 -0.01
C -0.03 -0.02 0.00
C -0.04 0.06 -0.01
C -0.02 0.03 -0.12
C 0.05 -0.02 0.04
C -0.01 0.02 0.00
C -0.01 0.01 -0.02
C 0.00 -0.01 -0.03
C 0.04 -0.02 0.03
P 0.44 -0.79 -0.57
C 0.30 -0.17 0.11
C 0.02 -0.13 -0.05
C -0.06 0.02 -0.02
C 0.02 -0.03 0.00
C 0.07 0.05 -0.01
C -0.08 -0.09 -0.01
C 0.06 -0.17 0.02
C 0.11 0.11 -0.02
C -0.10 -0.01 -0.04
C 0.03 -0.01 0.01
C 0.01 -0.01 0.02
C -0.04 0.00 -0.17
H 0.04 0.05 0.06
H -0.07 0.14 0.00
H 0.07 -0.09 0.03
H 0.07 -0.06 -0.04
H 0.03 0.03 -0.03
H -0.03 -0.03 -0.02
H 0.00 0.00 0.00
H -0.01 0.00 0.02
H 0.05 -0.03 -0.06
H 0.05 -0.01 -0.02
H -0.02 0.00 0.00
H -0.01 0.00 0.00
H 0.00 0.01 0.00
H 0.00 -0.04 -0.02
H 0.00 0.00 0.00
H -0.02 0.01 0.02
H 0.00 0.00 0.01
H 0.00 0.00 0.00
H 0.00 0.00 0.00
H -0.04 0.08 0.06
H 0.01 0.00 -0.01
H -0.01 0.00 0.00
H -0.01 -0.02 0.02
H 0.06 0.07 0.01
H -0.11 0.02 0.16
H 0.01 0.00 -0.01
H 0.00 0.00 0.00
H 0.00 0.01 0.00
H 0.16 0.01 0.13
I 0.03 -0.18 0.06
C -0.04 0.29 -0.14
C -0.04 -0.05 0.01
C 0.01 -0.09 0.00
C 0.25 0.34 -0.15
N 0.78 -0.15 0.42
C 0.07 -0.11 0.00
H -0.01 0.02 0.00
H 0.01 -0.02 -0.04
H -0.04 -0.02 0.15
H -0.03 0.02 0.07

***

Record 3
C8H20AlN2O3 as an isolated structure. Source: the Open Molecules 2025 dataset; level of theory: ωB97M-V/def2-TZVPD.

Values from the calculation:
HOMO energy (eV): -4.51
Kohn-Sham gap (eV): 6.97
Charge: -1

Each line ends with the Löwdin charge.
Element x y z (Å)
1 O -5.5747 -0.9749 -1.1215  -0.200
2 C -4.4628 -0.3838 -1.6398  -0.267
3 C -3.1401 -0.0163 -0.6843  -0.312
4 Al -3.1493 2.0732 -0.5774  0.140
5 H -4.3886 -0.0631 -2.7823  0.105
6 H -2.1234 -0.3472 -1.2148  0.038
7 H -3.2713 -0.5197 0.3768  0.061
8 H -4.4570 2.6367 -1.3250  -0.154
9 H -3.2254 2.4841 0.9491  -0.160
10 H -1.8931 2.6810 -1.3565  -0.148
11 C 1.2055 2.0672 0.5157  -0.334
12 O 0.0926 2.2315 0.0326  -0.056
13 N 1.4809 1.3778 1.6775  -0.202
14 C 2.8293 1.2273 2.1850  -0.076
15 C 0.3860 0.7837 2.4166  -0.037
16 H 2.1080 2.4778 0.0337  0.125
17 H 3.0686 0.1615 2.2440  0.083
18 H 2.8836 1.6709 3.1834  0.083
19 H 3.5538 1.7221 1.5326  0.078
20 H -0.1326 0.0687 1.7708  0.061
21 H -0.3168 1.5709 2.7057  0.099
22 H 0.7550 0.2729 3.3099  0.091
23 C 0.4033 -1.4458 -0.0608  -0.333
24 O -0.0623 -2.1021 0.8620  0.005
25 N 1.3787 -1.8738 -0.9362  -0.199
26 C 1.8784 -1.0345 -2.0059  -0.061
27 C 1.9229 -3.2072 -0.7822  -0.059
28 H 0.0596 -0.4187 -0.2666  0.109
29 H 1.6929 -1.5318 -2.9624  0.086
30 H 2.9543 -0.8909 -1.8702  0.083
31 H 1.3835 -0.0596 -2.0064  0.090
32 H 1.1113 -3.9355 -0.8733  0.092
33 H 2.3668 -3.2976 0.2138  0.087
34 H 2.6823 -3.4049 -1.5434  0.082

Atomic forces in eV per Å
O 6.07 3.46 -3.37
C -2.18 -2.22 3.83
C -1.47 -1.89 -1.36
Al -0.05 -0.07 -0.33
H -0.40 -0.64 2.21
H -2.28 0.55 0.97
H 0.24 0.84 -2.33
H -0.37 -0.05 -0.16
H 0.07 0.08 0.57
H 0.03 0.01 -0.27
C -0.83 -0.24 0.34
O 1.46 -0.45 0.79
N 0.30 0.59 -1.02
C -0.40 -0.02 -0.07
C -0.49 0.13 -0.18
H 0.16 -0.01 0.08
H 0.19 0.07 0.10
H 0.22 -0.08 0.00
H -0.16 -0.04 0.04
H -0.10 0.13 0.47
H -0.06 -0.19 0.01
H 0.05 0.07 -0.21
C 0.16 -0.33 -0.17
O 0.71 0.09 -0.73
N -0.74 0.43 0.67
C -0.08 -0.17 0.16
C -0.25 0.02 0.22
H 0.07 -0.04 -0.13
H 0.10 0.19 -0.07
H 0.00 0.11 -0.18
H -0.01 -0.18 0.08
H 0.20 -0.08 0.07
H 0.00 -0.20 -0.11
H -0.15 0.13 0.09

***

Record 4
C10H12N2O7Sm as an isolated structure. Source: the Open Molecules 2025 dataset; level of theory: ωB97M-V/def2-TZVPD.

Values from the calculation:
HOMO energy (spin up / spin down) (eV): -20.64 / -20.64
Kohn-Sham gap (spin up / spin down) (eV): 8.82 / 9.79
Charge: +3
Spin multiplicity: 6

Each line ends with the Mulliken spin population.
Element x y z (Å)
1 Sm -0.1502 0.4392 0.4415  5.050
2 O -4.3772 -1.0788 0.4239  0.000
3 C -3.1351 -0.8440 0.2800  -0.003
4 O -2.5117 0.1400 0.7272  -0.007
5 C -2.3659 -1.8860 -0.5088  -0.001
6 C -2.9217 -3.0422 -1.0545  -0.001
7 C -2.0763 -3.9083 -1.7458  0.000
8 C -0.7202 -3.6071 -1.8693  0.000
9 C -0.2429 -2.4259 -1.3018  0.003
10 N -1.0613 -1.5892 -0.6338  -0.011
11 C 1.1836 -1.8916 -1.3495  -0.003
12 O 2.1319 -2.5059 -1.9428  0.000
13 O 1.3852 -0.7973 -0.7900  -0.008
14 H -4.9300 -0.4495 0.9403  0.000
15 H -3.9755 -3.2581 -0.9348  0.000
16 H -2.4661 -4.8141 -2.1933  0.000
17 H -0.0743 -4.2982 -2.3936  0.000
18 H 1.9805 -3.3633 -2.3855  0.000
19 C 0.2468 3.2973 1.6610  0.000
20 N 1.6595 2.9204 1.9684  -0.002
21 C 2.6809 3.9587 1.9694  0.000
22 C 1.9127 1.6616 2.2922  -0.001
23 O 1.0529 0.7440 2.1709  -0.009
24 H -0.3937 5.0349 2.3524  0.000
25 H -0.4229 2.7413 2.3757  -0.001
26 H 0.0535 3.5673 -0.2628  0.000
27 H 2.3385 4.8084 1.3767  0.000
28 H 3.6035 3.5736 1.5381  0.000
29 H 2.8795 4.3122 2.9851  0.000
30 H 2.9085 1.4341 2.7009  0.000
31 O -0.0502 2.7796 0.3244  -0.005
32 O 0.0768 4.6245 1.6104  0.000

Atomic forces in eV per Å
Sm -1.05 -0.96 -1.17
O -0.70 -0.20 0.03
C 0.96 0.16 -0.06
O 0.13 -0.26 -0.08
C 0.11 -0.21 -0.14
C 0.20 0.23 0.10
C 0.04 0.15 0.06
C 0.09 0.36 0.21
C -0.33 -0.01 0.05
N -0.20 -0.35 -0.11
C -1.05 -0.20 0.04
O 0.56 0.13 -0.03
O 0.03 -0.16 -0.08
H 0.48 -0.01 -0.14
H 0.01 0.01 -0.02
H -0.02 0.00 0.04
H 0.05 0.01 -0.05
H -0.25 0.25 0.21
C -0.26 -0.69 0.77
N -0.79 -0.79 0.17
C 0.83 0.73 0.25
C 0.89 1.37 0.46
O -0.07 -0.09 0.38
H -0.05 -0.18 0.02
H 0.56 0.60 -0.54
H -0.25 -0.59 0.01
H 0.09 -0.24 0.06
H -0.08 -0.02 0.02
H -0.09 -0.06 -0.12
H -0.23 0.04 -0.24
O 0.26 0.96 0.01
O 0.15 0.01 -0.11

***

Record order is preserved below.
Strongest force on any atom: 4.8; 3.8; 7.8; 1.8 eV Å⁻¹
Record order is preserved below.
Energy relative to the best compared isomer or geometry (same formula, charge and spin): 266.4; 225.9; 182.8; 0.0 kJ/mol
Record order is preserved below.
Calculated total energy: -780.775998; -4466.252475; -894.421132; -1681.556259 Ha